[1]
The following is a DFT calculation (wB97M-V/def2-TZVPD) of C58H50GeMoNO7PSSi as an isolated structure at a distorted geometry.

Geometry as XYZ:
```
121
C58H50GeMoNO7PSSi, DFT wB97M-V/def2-TZVPD
Mo 0.263 -0.966 0.647
O 2.041 0.440 1.297
S 2.902 -0.558 1.963
O 3.457 -0.167 3.231
O 2.233 -1.872 1.930
C 4.260 -0.718 0.843
C 5.574 -0.653 1.296
C 6.604 -0.838 0.399
C 6.317 -1.088 -0.932
C 5.000 -1.157 -1.369
C 3.945 -0.968 -0.487
P 2.182 -1.260 -1.024
C 2.577 -2.945 -1.695
C 3.047 -3.867 -0.754
C 3.375 -5.160 -1.126
C 3.232 -5.564 -2.450
C 2.786 -4.654 -3.392
C 2.475 -3.346 -3.021
C 2.122 -0.227 -2.543
C 1.164 -0.483 -3.527
C 1.065 0.325 -4.648
C 1.902 1.423 -4.798
C 2.836 1.703 -3.815
C 2.943 0.888 -2.692
H 5.755 -0.454 2.347
H 7.635 -0.795 0.733
H 7.126 -1.246 -1.637
H 4.783 -1.372 -2.410
H 3.134 -3.566 0.286
H 3.729 -5.861 -0.378
H 3.466 -6.583 -2.742
H 2.668 -4.957 -4.428
H 2.148 -2.648 -3.778
H 0.477 -1.311 -3.394
H 0.317 0.105 -5.401
H 1.812 2.067 -5.666
H 3.470 2.577 -3.905
H 3.664 1.137 -1.925
C -0.002 -1.261 4.339
Si -0.649 -0.060 3.000
C -2.540 -0.195 3.259
C -0.364 1.577 4.006
C -1.407 2.492 4.212
C -1.245 3.653 4.963
C -0.019 3.938 5.550
C 1.033 3.040 5.381
C 0.861 1.882 4.625
H -0.395 -0.973 5.326
H 1.090 -1.244 4.395
H -0.300 -2.291 4.121
H -2.780 -0.055 4.327
H -2.897 -1.190 2.967
H -3.106 0.546 2.681
H -2.377 2.294 3.763
H -2.080 4.338 5.088
H 0.116 4.840 6.137
H 1.999 3.245 5.836
H 1.704 1.212 4.506
O -1.396 -4.289 2.573
C -1.610 -3.332 1.845
O -0.863 -2.314 1.657
C -2.874 -3.303 1.010
C -3.269 -2.145 0.354
C -4.423 -2.137 -0.424
C -5.173 -3.286 -0.567
C -4.757 -4.434 0.085
C -3.620 -4.456 0.872
N -5.549 -5.663 -0.065
O -5.171 -6.652 0.477
O -6.546 -5.623 -0.723
H -2.657 -1.257 0.449
H -4.725 -1.230 -0.935
H -6.064 -3.317 -1.180
H -3.313 -5.359 1.379
C -1.533 -4.513 -2.538
C -1.842 -3.183 -2.794
C -1.339 -2.168 -1.973
C -0.503 -2.413 -0.877
C -0.227 -3.781 -0.645
C -0.721 -4.807 -1.440
H -1.931 -5.309 -3.163
H -2.496 -2.929 -3.627
H -1.648 -1.145 -2.184
H 0.369 -4.059 0.216
H -0.485 -5.841 -1.194
C -0.417 0.442 -0.568
Ge -0.671 2.299 -0.252
C 0.861 3.414 0.297
C 1.729 3.841 -0.712
C 2.902 4.528 -0.413
C 3.227 4.804 0.913
C 2.366 4.404 1.929
C 1.190 3.721 1.622
C -2.287 2.767 0.788
C -2.436 3.894 1.598
C -3.672 4.224 2.150
C -4.783 3.430 1.894
C -4.652 2.302 1.085
C -3.414 1.978 0.539
C -1.179 3.191 -1.969
C -1.409 2.486 -3.151
C -1.834 3.132 -4.313
C -2.039 4.507 -4.311
C -1.817 5.230 -3.141
C -1.394 4.575 -1.988
H -0.635 0.290 -1.627
H 1.479 3.631 -1.745
H 3.564 4.846 -1.213
H 4.147 5.329 1.153
H 2.612 4.605 2.968
H 0.537 3.406 2.431
H -1.572 4.519 1.815
H -3.766 5.096 2.791
H -5.746 3.683 2.326
H -5.515 1.672 0.887
H -3.302 1.090 -0.084
H -1.251 1.409 -3.167
H -2.006 2.559 -5.219
H -2.371 5.014 -5.211
H -1.978 6.304 -3.130
H -1.226 5.151 -1.080
```

Computed properties:
Total charge ... -2
Electronic energy ... -5995.7364 Eh
Spin multiplicity ... 3
LUMO energy (spin up / spin down) ... 0.14525 / 0.14527 Eh
Molar mass ... 1132.715 g mol⁻¹
Frontier orbital gap (spin up / spin down) ... 4.1 / 5.8 eV
Largest force on an atom ... 0.0469 Eh/bohr
HOMO level (spin up / spin down) ... -0.159 / -1.883 eV

***

[2]
The following is a DFT calculation (wB97M-V/def2-TZVPD) of C58H50GeMoNO7PSSi as an isolated structure.

Geometry as XYZ:
```
121
C58H50GeMoNO7PSSi, DFT wB97M-V/def2-TZVPD
Mo 0.352 -0.836 0.976
O -1.831 0.036 2.412
S -1.226 1.359 2.570
O -1.344 1.941 3.883
O 0.140 1.352 2.016
C -2.196 2.425 1.500
C -3.567 2.329 1.717
C -4.455 3.110 1.003
C -3.965 4.003 0.063
C -2.602 4.095 -0.162
C -1.679 3.310 0.542
P 0.152 3.463 0.248
C 0.528 4.494 1.730
C -0.247 5.587 2.120
C 0.072 6.314 3.256
C 1.167 5.948 4.029
C 1.932 4.852 3.664
C 1.611 4.127 2.522
C 0.178 4.724 -1.100
C -0.296 4.298 -2.346
C -0.219 5.115 -3.461
C 0.363 6.374 -3.363
C 0.861 6.800 -2.142
C 0.768 5.983 -1.019
H -3.925 1.620 2.453
H -5.520 3.020 1.182
H -4.641 4.630 -0.508
H -2.251 4.793 -0.907
H -1.114 5.864 1.531
H -0.543 7.157 3.547
H 1.411 6.506 4.926
H 2.769 4.540 4.276
H 2.183 3.246 2.263
H -0.747 3.313 -2.441
H -0.611 4.759 -4.406
H 0.435 7.013 -4.236
H 1.327 7.775 -2.056
H 1.163 6.332 -0.075
C 3.543 0.814 1.536
Si 2.813 -0.550 0.430
C 3.442 -0.151 -1.313
C 3.745 -2.136 0.930
C 4.167 -3.083 -0.006
C 4.787 -4.266 0.380
C 5.006 -4.528 1.725
C 4.600 -3.598 2.674
C 3.980 -2.420 2.279
H 4.628 0.687 1.623
H 3.106 0.808 2.537
H 3.350 1.788 1.078
H 3.103 -0.870 -2.063
H 3.081 0.834 -1.621
H 4.538 -0.139 -1.319
H 3.991 -2.909 -1.062
H 5.086 -4.988 -0.372
H 5.480 -5.454 2.033
H 4.751 -3.795 3.730
H 3.645 -1.727 3.044
O 2.006 -1.377 4.821
C 1.025 -1.692 4.156
O 0.795 -1.384 2.940
C -0.037 -2.561 4.816
C -1.294 -2.730 4.249
C -2.251 -3.524 4.871
C -1.962 -4.168 6.061
C -0.699 -3.983 6.606
C 0.267 -3.190 6.017
N -0.386 -4.662 7.876
O 0.732 -4.535 8.339
O -1.267 -5.322 8.408
H -1.524 -2.206 3.332
H -3.229 -3.636 4.422
H -2.681 -4.794 6.565
H 1.239 -3.044 6.464
C 0.744 -5.492 -0.776
C 1.045 -4.408 -1.591
C 0.954 -3.116 -1.093
C 0.558 -2.833 0.225
C 0.278 -3.954 1.023
C 0.364 -5.256 0.538
H 0.811 -6.506 -1.157
H 1.356 -4.567 -2.620
H 1.214 -2.295 -1.752
H -0.010 -3.813 2.061
H 0.138 -6.091 1.195
C -0.689 -0.206 -0.568
Ge -1.067 -0.608 -2.394
C -2.134 -2.245 -2.674
C -2.363 -3.126 -1.620
C -3.126 -4.273 -1.801
C -3.676 -4.556 -3.043
C -3.462 -3.685 -4.104
C -2.697 -2.541 -3.915
C 0.430 -0.671 -3.676
C 0.717 -1.780 -4.470
C 1.766 -1.759 -5.381
C 2.547 -0.619 -5.517
C 2.279 0.493 -4.730
C 1.233 0.461 -3.819
C -2.222 0.814 -3.169
C -3.220 1.379 -2.373
C -4.063 2.368 -2.862
C -3.924 2.819 -4.168
C -2.936 2.273 -4.976
C -2.097 1.282 -4.477
H -1.406 0.576 -0.271
H -1.922 -2.916 -0.652
H -3.279 -4.951 -0.969
H -4.268 -5.453 -3.186
H -3.890 -3.897 -5.078
H -2.542 -1.865 -4.752
H 0.121 -2.681 -4.364
H 1.979 -2.638 -5.979
H 3.370 -0.602 -6.223
H 2.895 1.381 -4.813
H 1.051 1.328 -3.191
H -3.332 1.059 -1.340
H -4.822 2.794 -2.217
H -4.575 3.597 -4.551
H -2.812 2.621 -5.996
H -1.324 0.876 -5.121
```

Computed properties:
Total charge ... -2
Electronic energy ... -5995.7920 Eh
Spin multiplicity ... 3
LUMO energy (spin up / spin down) ... 0.13016 / 0.13021 Eh
Molar mass ... 1132.715 g mol⁻¹
Frontier orbital gap (spin up / spin down) ... 5.4 / 6.1 eV
Largest force on an atom ... 0.0155 Eh/bohr
HOMO level (spin up / spin down) ... -1.844 / -2.573 eV